# 1
ORCA calculation (ωB97M-V/def2-TZVPD) on a structure of composition C41H59N2NiO4.

- HOMO-LUMO gap (spin up / spin down) (eV) = 6.8 / 6.9
- HOMO (spin up / spin down) (eV) = -4.39 / -4.51
- LUMO (spin up / spin down) (eV) = 2.398 / 2.393
- strongest force on any atom (eV/Å) = 0.99
- net charge = -1
- 2S+1 = 3
- <S²> = 2.005

Each line ends with the Löwdin charge.
Element x y z (Å)
Ni: 0.0640 0.2887 0.0216  0.7708
C: -1.7415 1.8885 -2.2946  -0.0844
N: -0.3516 1.4623 -2.1232  -0.2592
C: 0.5117 2.6113 -2.4298  -0.0764
C: -0.0509 0.3503 -3.0395  -0.1724
C: -0.4775 -1.0423 -2.5435  -0.1366
N: -0.0074 -1.4246 -1.1960  -0.1656
C: 1.3964 -1.9531 -1.1624  -0.1228
C: 2.5066 -1.0903 -1.6837  -0.1500
C: 3.2251 -1.4724 -2.8148  -0.0079
C: 4.3163 -0.7449 -3.2683  -0.1883
C: 4.7216 0.3259 -2.4607  0.0025
C: 4.0469 0.7446 -1.3219  -0.0883
C: 2.8223 0.0911 -0.9818  -0.3135
O: 2.0279 0.5578 -0.0562  -0.1305
C: 4.6212 1.8331 -0.4047  -0.5364
C: 6.0064 2.2898 -0.8619  -0.0823
C: 3.7211 3.0791 -0.3480  -0.0507
C: 4.7514 1.2387 1.0081  -0.0434
C: 5.0750 -1.0611 -4.5592  -0.5660
C: 4.4065 -2.1815 -5.3559  -0.0781
C: 5.1100 0.1917 -5.4484  -0.0574
C: 6.5152 -1.4874 -4.2381  -0.0546
C: -0.8646 -2.4916 -0.5744  -0.1001
C: -1.5359 -2.2130 0.7552  -0.1424
C: -2.8382 -2.6611 0.9578  -0.0152
C: -3.5011 -2.4488 2.1515  -0.1826
C: -2.8006 -1.7562 3.1435  0.0135
C: -1.5020 -1.2888 2.9983  -0.0788
C: -0.8395 -1.5192 1.7624  -0.3133
O: 0.3887 -1.0810 1.4996  -0.1581
C: -0.8116 -0.5061 4.1257  -0.5274
C: 0.4865 -1.2101 4.5401  -0.0511
C: -1.7034 -0.3998 5.3670  -0.0803
C: -0.5040 0.9278 3.6655  -0.0352
C: -4.9434 -2.8974 2.4182  -0.5553
C: -4.9656 -3.9026 3.5807  -0.0568
C: -5.8051 -1.6781 2.7907  -0.0445
C: -5.5722 -3.5685 1.1966  -0.0751
H: -1.8788 2.3166 -3.2974  0.0917
H: -2.0000 2.6337 -1.5476  0.0948
H: -2.4205 1.0486 -2.1783  0.0592
H: 0.3003 3.0010 -3.4351  0.0871
H: 1.5572 2.3312 -2.3708  0.0695
H: 0.3230 3.4043 -1.7044  0.0969
H: 1.0138 0.3581 -3.2251  0.1033
H: -0.5489 0.5182 -4.0052  0.1233
H: -0.1364 -1.7687 -3.2932  0.1278
H: -1.5678 -1.0902 -2.5301  0.1063
H: 1.4226 -2.9080 -1.7036  0.1211
H: 1.5698 -2.1404 -0.1067  0.1203
H: 2.9122 -2.3793 -3.3259  0.1021
H: 5.6230 0.8588 -2.7426  0.0881
H: 5.9732 2.7682 -1.8459  0.0801
H: 6.7125 1.4554 -0.9049  0.0841
H: 6.3934 3.0214 -0.1477  0.0793
H: 3.6310 3.5321 -1.3417  0.0810
H: 4.1572 3.8233 0.3278  0.0799
H: 2.7273 2.8186 0.0076  0.0696
H: 5.3629 0.3323 0.9834  0.0891
H: 3.7686 0.9823 1.4075  0.0797
H: 5.2284 1.9598 1.6807  0.0792
H: 3.3629 -1.9395 -5.5747  0.0837
H: 4.4333 -3.1330 -4.8178  0.0817
H: 4.9300 -2.3199 -6.3062  0.0788
H: 4.0930 0.5128 -5.6909  0.0871
H: 5.6409 -0.0153 -6.3841  0.0778
H: 5.6120 1.0234 -4.9484  0.0738
H: 6.5150 -2.3819 -3.6098  0.0866
H: 7.0443 -0.6987 -3.6969  0.0758
H: 7.0733 -1.7058 -5.1555  0.0782
H: -0.2220 -3.3699 -0.4584  0.1223
H: -1.6397 -2.7768 -1.2904  0.1128
H: -3.3339 -3.1822 0.1415  0.1021
H: -3.3117 -1.5730 4.0806  0.0883
H: 0.2742 -2.2342 4.8631  0.0835
H: 0.9530 -0.6756 5.3762  0.0766
H: 1.1864 -1.2457 3.7058  0.0737
H: -1.9809 -1.3847 5.7541  0.0799
H: -2.6150 0.1670 5.1581  0.0847
H: -1.1558 0.1279 6.1534  0.0787
H: 0.1442 0.9256 2.7949  0.0656
H: 0.0115 1.4727 4.4646  0.0825
H: -1.4267 1.4542 3.4091  0.0717
H: -4.5996 -3.4459 4.5028  0.0744
H: -4.3329 -4.7656 3.3545  0.0858
H: -5.9872 -4.2610 3.7603  0.0779
H: -5.5205 -1.2723 3.7644  0.0766
H: -6.8635 -1.9573 2.8375  0.0783
H: -5.6843 -0.8796 2.0546  0.0826
H: -5.0205 -4.4694 0.9106  0.0819
H: -5.5983 -2.8893 0.3423  0.0755
H: -6.6004 -3.8624 1.4294  0.0784
O: -2.8310 2.5207 1.7006  0.0191
C: -2.7779 1.6362 0.8480  -0.5955
O: -1.7299 0.9943 0.4986  -0.0818
C: -4.0679 1.3139 0.1113  -0.1340
C: -4.1585 0.2517 -0.7795  -0.0604
C: -5.3376 -0.0099 -1.4626  -0.0888
C: -6.4527 0.7912 -1.2458  -0.1064
C: -6.3759 1.8465 -0.3439  -0.0917
C: -5.1884 2.1071 0.3283  -0.0251
H: -3.2802 -0.3712 -0.9009  0.0941
H: -5.3924 -0.8395 -2.1575  0.0969
H: -7.3770 0.5944 -1.7749  0.0916
H: -7.2470 2.4637 -0.1583  0.0934
H: -5.1071 2.9248 1.0344  0.1123

***

# 2
ORCA calculation (ωB97M-V/def2-TZVPD) on an isolated molecule of C4H8O2.

- HOMO-LUMO gap (eV) = 11.3
- SMILES string = OCC[C@H]1CO1
- HOMO (eV) = -10.29
- LUMO (eV) = 1.055
- ΔE to the lowest compared entry with this formula, charge and spin (eV) = 2.1941
- strongest force on any atom (eV/Å) = 0.44
- net charge = 0
- 2S+1 = 1

Each line ends with the Löwdin charge.
Element x y z (Å)
O: -0.2089 -0.5159 -2.1518  -0.0561
C: -0.5528 0.7010 -1.5260  -0.2737
C: -0.5976 0.4973 -0.0243  -0.1453
C: 0.6799 -0.0825 0.5472  -0.3067
C: 0.5944 -0.7248 1.8493  -0.1223
O: 0.8271 -1.5032 0.6826  -0.0450
H: 0.2325 -1.0564 -1.4823  0.0690
H: 0.1610 1.4980 -1.7942  0.1168
H: -1.5405 1.0192 -1.8861  0.1179
H: -0.7856 1.4415 0.5018  0.1277
H: -1.4269 -0.1830 0.2070  0.1312
H: 1.6199 0.3820 0.2424  0.1551
H: -0.4042 -0.8591 2.2657  0.1184
H: 1.4016 -0.6141 2.5686  0.1131

***

Values of E, in order: -95693.0801 -8371.0876, all in eV.